# C21H22IN7O8S3W

A structure of composition C21H22IN7O8S3W in a non-equilibrium geometry (ωB97M-V/def2-TZVPD, the Open Molecules 2025 dataset).

Computed properties:
- LUMO (eV) = -7.0
- net charge = +2
- energy relative to the best compared isomer or geometry (same formula, charge and spin) (kJ/mol) = 38.7
- spin multiplicity = 1

```
63
Properties=species:S:1:pos:R:3:mulliken_charge:R:1
W -0.5465 -1.3591 0.3452 3.1431
O 0.9398 -2.3885 -0.7205 -0.3459
N 2.2113 -2.0314 -0.5220 -0.9205
N 2.2835 -0.8486 -0.1394 1.1704
O 1.2187 -0.1052 0.2615 -0.1667
C 3.5983 -0.2756 -0.0144 0.3465
C 3.8269 0.6255 1.0221 -0.1288
C 5.0939 1.1708 1.0332 -0.8792
C 6.0544 0.7319 0.1622 -0.3653
C 5.8619 -0.2607 -0.7941 -0.7525
C 4.5509 -0.7377 -0.9538 -0.4188
H 2.9953 0.9244 1.6477 0.5243
H 5.4511 1.9148 1.7374 0.4126
H 7.0750 1.1811 0.2751 0.3443
H 6.5192 -0.6744 -1.5719 0.3673
H 4.2553 -1.3574 -1.7288 0.5918
O -3.9039 -2.8651 0.5787 -0.5991
S -3.3898 -1.5771 0.7707 1.3687
O -4.2591 -0.4674 1.0302 -0.6390
O -2.3958 -1.2097 -0.4258 -0.7503
O -2.1314 -1.6498 1.7544 -0.8482
C 1.7367 -1.0738 3.9238 -0.8016
O 0.6391 -0.4893 3.1407 -0.2678
C 0.2320 -1.2153 2.2047 0.4800
O 0.6099 -2.3334 1.8542 -0.6589
H 2.3381 -0.2313 4.1126 0.3341
H 2.2623 -1.8453 3.3915 0.3993
H 1.3485 -1.5419 4.8188 0.3262
I -2.1881 -7.5321 1.2079 0.2019
C -1.8478 -5.6436 0.3975 -0.8648
C -1.8601 -5.2605 -0.9467 -0.0775
N -1.3966 -4.0304 -1.0235 0.0112
N -1.1036 -3.4980 0.2158 0.0665
C -1.3767 -4.4802 1.0818 -0.1555
H -2.0411 -5.8733 -1.8356 0.4648
H -1.3940 -3.4236 -1.8340 0.0999
H -1.3538 -4.4192 2.1799 0.4644
S -2.6018 2.5218 2.3974 -0.2471
C -2.0203 0.9468 2.0281 -0.4218
N -1.1802 0.9031 1.0454 0.6799
C -0.8262 2.1901 0.5675 -0.9048
C 0.1266 2.5450 -0.4033 -0.2822
C 0.2230 3.8475 -0.7808 -0.9786
C -0.5653 4.8370 -0.2007 -0.5723
C -1.5287 4.5322 0.6841 -0.7379
C -1.6446 3.1913 1.0929 0.9184
H -2.1858 0.0522 2.6380 0.4462
H 0.7911 1.8185 -0.8262 0.5333
H 1.0476 4.1699 -1.4930 0.3743
H -0.3566 5.8696 -0.4893 0.4460
H -2.1147 5.2092 1.2513 0.5460
S -0.4119 -0.5575 -2.0962 -0.3573
C -1.4911 0.7792 -2.5161 0.3535
N -2.6213 1.0953 -1.9044 0.0961
C -3.1119 2.4164 -2.3767 -0.3443
C -2.4195 2.5553 -3.7260 -0.5604
N -1.2442 1.6998 -3.5012 -0.0859
H -2.9103 0.6867 -1.0592 0.1445
H -2.8223 3.1855 -1.7190 0.1045
H -4.1931 2.4574 -2.4778 0.4389
H -2.2136 3.6061 -3.9577 0.3457
H -3.0251 2.0253 -4.5331 0.3271
H -0.6135 1.5668 -4.2812 0.2615
```



# C21H22N2O4S

A structure of composition C21H22N2O4S in a non-equilibrium geometry (ωB97M-V/def2-TZVPD, the Open Molecules 2025 dataset).

Computed properties:
- LUMO (eV) = -0.6
- energy relative to the best compared isomer or geometry (same formula, charge and spin) (kJ/mol) = 1921.4
- spin multiplicity = 1

```
50
Properties=species:S:1:pos:R:3:mulliken_charge:R:1
C -1.7513 -4.5980 3.6971 -0.8758
H -2.1301 -4.4438 2.7627 0.3392
O -0.5279 -4.4586 3.9695 -0.3412
C -0.0254 -2.9968 3.7312 -0.5984
C 0.1645 -2.5273 2.3114 -0.1085
N 0.2460 -1.2014 1.8872 0.3754
C -0.5524 -0.6806 0.9981 0.4232
N -1.0145 0.5491 0.7429 -0.3799
C -0.1250 1.4540 1.2596 0.5364
C -0.1278 2.7660 1.0162 -0.3894
C 0.6614 3.5455 1.3511 -0.4517
C 1.5971 3.2854 2.2895 -0.2161
C 1.8228 2.0846 2.8857 -0.7353
C 0.9474 0.8927 2.1589 -0.1398
C 0.9675 -0.3535 2.5742 0.9366
O 2.0085 -0.8726 3.2680 -0.7582
H 2.7101 1.6409 3.5418 0.2993
H 2.4986 3.9969 2.8102 0.1425
H 0.5420 4.5994 1.2864 0.4406
H -0.8197 2.9837 0.1859 0.2544
S -1.9532 -1.7733 0.2128 -0.1849
C -2.6488 -0.7329 -1.0359 -1.0548
C -1.8303 -0.0270 -1.8474 0.9377
C -1.8468 1.3663 -2.0695 -0.6588
C -1.4179 2.1266 -2.8309 -0.2364
C -0.1252 1.4097 -3.3924 0.4483
C 0.1375 0.2180 -3.1735 -0.1350
C -0.9205 -0.7117 -2.4985 -0.6211
H -0.5692 -1.6386 -2.3815 0.6418
H 0.9196 -0.4490 -3.7637 0.2257
C 0.7096 2.1971 -4.3564 0.2596
O 0.6165 3.5394 -4.4848 -0.6601
O 1.7588 1.4526 -4.8883 -0.2935
C 2.7154 2.3118 -5.6760 -0.7055
H 3.3977 1.5167 -6.1098 0.2386
H 2.0646 2.5079 -6.6272 0.2975
H 3.0543 3.0192 -5.1077 0.3519
H -1.0055 3.0670 -3.0015 0.5878
H -2.7751 1.9364 -1.4768 -0.0134
H -3.4127 -1.3608 -1.5978 0.3957
H -3.1354 -0.0410 -0.1438 0.2311
C 1.7054 -3.3935 1.4644 -1.5081
H 1.6752 -3.1032 0.5277 0.4444
H 1.6087 -4.2628 1.9196 0.5402
H 2.2828 -2.8045 2.0641 0.4455
H -0.6092 -3.1977 1.7777 -0.0394
H 1.0108 -2.8829 4.3218 0.2034
H -0.6480 -2.2710 4.2493 0.4284
H -2.5586 -3.9106 4.3115 0.2291
H -1.9853 -5.5650 3.7828 0.4509
```



# C21H22N2O4S

The molecule C21H22N2O4S (ωB97M-V/def2-TZVPD, the Open Molecules 2025 dataset).

Computed properties:
- LUMO (eV) = 0.2
- energy relative to the best compared isomer or geometry (same formula, charge and spin) (kJ/mol) = 37.3
- structure (SMILES) = O=C(COC(=O)c1ccccc1SCC(=O)N1CCCC1)Nc1ccccc1
- spin multiplicity = 1

```
50
Properties=species:S:1:pos:R:3:mulliken_charge:R:1
O -1.3406 0.6159 -3.6124 -0.6550
C -0.6455 -0.2351 -3.1051 0.8276
C -1.1221 -1.0160 -1.8617 -0.8982
O -0.3637 -0.7376 -0.6902 -0.2473
C 0.7789 -1.3976 -0.4816 1.0817
O 1.2442 -2.1779 -1.2918 -0.8130
C 1.3985 -1.0998 0.8157 -0.2543
C 2.5608 -1.8130 1.1199 -0.6602
C 3.2168 -1.6310 2.3166 -0.6154
C 2.7011 -0.7284 3.2358 -0.8277
C 1.5557 -0.0089 2.9560 -0.5983
C 0.8910 -0.1710 1.7429 0.8432
S -0.5471 0.7535 1.3363 0.3219
C -0.7294 1.9750 2.6923 -1.3787
C -1.2545 1.3793 3.9873 0.9333
O -0.5451 1.2864 4.9759 -0.7106
N -2.5290 0.9680 3.9813 0.1913
C -3.4898 1.0761 2.9001 -0.4090
C -4.6899 0.2715 3.3970 -0.7301
C -4.6238 0.4622 4.9112 -0.6133
C -3.1256 0.4040 5.1829 -0.5984
N 0.5689 -0.6443 -3.5293 0.0262
C 1.3220 -0.1834 -4.6149 0.5635
C 2.5678 -0.7737 -4.8207 -0.4669
C 3.3601 -0.3744 -5.8790 -0.5454
C 2.9209 0.6163 -6.7423 -0.4853
C 1.6846 1.2041 -6.5366 -0.5689
C 0.8814 0.8126 -5.4803 -0.4028
H -2.1409 -0.7026 -1.6291 0.3289
H -1.0871 -2.0916 -2.0730 0.3571
H 2.9219 -2.5149 0.3835 0.4712
H 4.1134 -2.1882 2.5389 0.3973
H 3.1902 -0.5816 4.1869 0.4202
H 1.1766 0.6602 3.7098 0.2906
H -1.4306 2.7039 2.2863 0.5308
H 0.2314 2.4559 2.8691 0.4784
H -3.0821 0.6821 1.9672 0.1768
H -3.7662 2.1270 2.7453 0.2547
H -5.6252 0.6198 2.9647 0.3829
H -4.5602 -0.7823 3.1489 0.3018
H -5.1723 -0.3014 5.4575 0.3501
H -5.0195 1.4411 5.1840 0.2914
H -2.8100 0.9789 6.0555 0.3237
H -2.7810 -0.6279 5.3125 0.2907
H 1.0169 -1.3799 -2.9827 0.0835
H 2.9072 -1.5457 -4.1444 0.3762
H 4.3235 -0.8385 -6.0307 0.3656
H 3.5403 0.9271 -7.5702 0.3766
H 1.3370 1.9771 -7.2057 0.3678
H -0.0806 1.2703 -5.3222 0.4737
```



# C21H22N2OS

The molecule C21H22N2OS in a non-equilibrium geometry (ωB97M-V/def2-TZVPD, the Open Molecules 2025 dataset).

Computed properties:
- LUMO (eV) = 0.7
- energy relative to the best compared isomer or geometry (same formula, charge and spin) (kJ/mol) = 125.0
- structure (SMILES) = COc1ccc(-c2csc(N3CCC(c4ccccc4)CC3)n2)cc1
- spin multiplicity = 1

```
47
Properties=species:S:1:pos:R:3:mulliken_charge:R:1
C -7.9482 1.8948 -0.4195 -0.8358
O -6.7160 2.2506 0.1560 -0.4554
C -5.6671 1.3875 0.0362 0.8578
C -5.7120 0.1609 -0.6175 -0.3624
C -4.5829 -0.6352 -0.6781 -1.0058
C -3.3856 -0.2342 -0.0935 0.6613
C -2.1809 -1.0502 -0.1427 -0.1300
C -2.0337 -2.2490 -0.7749 -0.6047
S -0.4299 -2.8687 -0.5810 -0.2287
C -0.0613 -1.4109 0.3646 0.6223
N 1.1539 -1.2351 0.9025 0.2022
C 2.2564 -2.1224 0.6106 -0.9894
C 3.5779 -1.3539 0.6383 -1.1360
C 3.3855 0.0042 -0.0482 0.7838
C 4.7002 0.7074 -0.2681 0.0355
C 5.1096 1.0492 -1.5500 -0.3630
C 6.3156 1.6943 -1.7620 -0.6340
C 7.1334 2.0054 -0.6904 -0.4070
C 6.7367 1.6680 0.5925 -0.7859
C 5.5301 1.0256 0.8010 -0.1824
C 2.4103 0.8677 0.7776 -0.8644
C 1.4689 -0.0156 1.6078 -0.9587
N -1.0542 -0.6025 0.4940 -0.3863
C -3.3513 0.9995 0.5617 -0.4518
C -4.4696 1.7967 0.6264 -0.5659
H -8.3485 0.9756 0.0211 0.3352
H -7.8658 1.7713 -1.5044 0.3355
H -8.6246 2.7204 -0.2028 0.2393
H -6.6206 -0.1873 -1.0840 0.3894
H -4.6445 -1.5835 -1.1896 0.2364
H -2.7415 -2.8127 -1.3452 0.4091
H 2.2775 -2.9502 1.3335 0.2558
H 2.1021 -2.5549 -0.3845 0.6420
H 4.3404 -1.9333 0.1161 0.3599
H 3.9156 -1.2094 1.6645 0.3648
H 2.9331 -0.1901 -1.0269 0.3926
H 4.4771 0.8085 -2.3930 0.3524
H 6.6167 1.9536 -2.7664 0.3839
H 8.0751 2.5086 -0.8528 0.3807
H 7.3699 1.9075 1.4344 0.3711
H 5.2339 0.7705 1.8083 0.3139
H 2.9628 1.5267 1.4483 0.4295
H 1.8287 1.4947 0.1014 0.2807
H 1.9381 -0.2841 2.5603 0.3065
H 0.5318 0.5003 1.8136 0.4960
H -2.4264 1.3146 1.0179 0.4971
H -4.4481 2.7498 1.1313 0.4132
```



# C21H22N4O2S

The molecule C21H22N4O2S in a non-equilibrium geometry (ωB97M-V/def2-TZVPD, the Open Molecules 2025 dataset).

Computed properties:
- LUMO (eV) = 0.5
- energy relative to the best compared isomer or geometry (same formula, charge and spin) (kJ/mol) = 186.0
- structure (SMILES) = Cc1ccc(-c2nnc(SCC(=O)N3CCN(c4ccccc4)CC3)o2)cc1
- spin multiplicity = 1

```
50
Properties=species:S:1:pos:R:3:mulliken_charge:R:1
C -5.8157 6.6856 -3.8048 -1.3788
C -4.6312 5.8677 -3.3949 1.0505
C -4.8115 4.6930 -2.6693 -0.5942
C -3.7339 3.9222 -2.2864 -0.6603
C -2.4415 4.3194 -2.6280 0.2448
C -1.2979 3.5333 -2.2398 0.6668
N -0.0500 3.7851 -2.4939 -0.5153
N 0.6869 2.8005 -1.9549 -0.2765
C -0.1499 1.9864 -1.3872 0.2819
S 0.2060 0.5334 -0.5340 -0.1161
C 2.0366 0.6064 -0.6011 -0.8918
C 2.6433 0.1677 0.7251 0.8899
O 3.1834 0.9795 1.4502 -0.6488
N 2.5822 -1.1457 1.0277 0.0915
C 1.8673 -2.1820 0.3191 -0.6843
C 0.7255 -2.6978 1.2153 -1.1216
N 1.2123 -3.1706 2.4889 0.0567
C 1.6248 -4.4914 2.6468 1.0006
C 1.7014 -5.3956 1.5838 -0.3867
C 2.0570 -6.7150 1.7965 -0.8077
C 2.3527 -7.1740 3.0665 -0.4841
C 2.2700 -6.2922 4.1315 -0.6353
C 1.9070 -4.9769 3.9291 -0.3038
C 1.9238 -2.1119 3.1743 -0.8385
C 3.0858 -1.5989 2.3100 -0.9305
O -1.4309 2.3775 -1.5248 -0.2928
C -2.2492 5.4940 -3.3547 -0.6839
C -3.3376 6.2543 -3.7303 -0.5930
H -6.4375 6.1236 -4.5012 0.3060
H -6.4279 6.9295 -2.9380 0.3362
H -5.5055 7.6093 -4.2859 0.3449
H -5.8119 4.3834 -2.4031 0.3864
H -3.8821 3.0130 -1.7232 0.4540
H 2.3785 -0.0039 -1.4363 0.5202
H 2.2939 1.6504 -0.7740 0.4727
H 1.4583 -1.8155 -0.6193 0.4199
H 2.5689 -2.9983 0.1092 0.3747
H 0.1628 -3.4831 0.7125 0.4694
H 0.0423 -1.8630 1.4098 0.4350
H 1.4904 -5.0820 0.5732 0.2428
H 2.1115 -7.3873 0.9523 0.3620
H 2.6373 -8.2026 3.2263 0.3855
H 2.4815 -6.6344 5.1341 0.3666
H 1.8195 -4.3233 4.7834 0.3994
H 2.3144 -2.4621 4.1268 0.3307
H 1.2249 -1.2901 3.3615 0.3747
H 3.5870 -0.7584 2.7908 0.4780
H 3.8034 -2.4101 2.1429 0.3128
H -1.2436 5.7873 -3.6098 0.4839
H -3.1833 7.1637 -4.2925 0.3058
```



# C21H22N4O5S

The molecule C21H22N4O5S in a non-equilibrium geometry (ωB97M-V/def2-TZVPD, the Open Molecules 2025 dataset).

Computed properties:
- LUMO (eV) = 0.4
- energy relative to the best compared isomer or geometry (same formula, charge and spin) (kJ/mol) = 88.1
- structure (SMILES) = COc1ccccc1OCC(=O)Nc1ccc(S(=O)(=O)Nc2cc(C)nc(C)n2)cc1
- spin multiplicity = 1

```
53
Properties=species:S:1:pos:R:3:mulliken_charge:R:1
C -2.1323 -0.9022 3.0573 -1.1183
O -2.7189 -0.0491 2.1017 -0.3581
C -3.3874 -0.6218 1.0529 0.8915
C -3.4353 -1.9818 0.7916 -0.4878
C -4.1130 -2.4559 -0.3206 -0.6604
C -4.7555 -1.5804 -1.1720 -0.7928
C -4.7303 -0.2199 -0.9115 -0.4467
C -4.0545 0.2691 0.1922 0.4816
O -4.0441 1.6054 0.5498 -0.5276
C -3.7193 2.5406 -0.4521 -0.7173
C -2.2205 2.5593 -0.7816 0.7233
O -1.8043 2.9756 -1.8381 -0.6472
N -1.4718 2.0809 0.2459 -0.0965
C -0.1023 1.8651 0.2970 0.4774
C 0.7526 2.1975 -0.7546 -0.4221
C 2.0947 1.8776 -0.6708 -0.5432
C 2.5825 1.2462 0.4565 0.2912
S 4.2318 0.5659 0.4585 1.2406
O 4.8835 0.8764 -0.7738 -0.6364
O 4.9142 0.8182 1.6892 -0.7121
N 3.8689 -1.0963 0.4965 -0.1925
C 2.7594 -1.5281 -0.1937 -0.1239
C 2.4929 -1.0496 -1.4762 -0.2309
C 1.2889 -1.4387 -2.0428 0.5870
C 0.8325 -0.9127 -3.3625 -1.1822
N 0.4732 -2.2830 -1.4114 -0.6045
C 0.8499 -2.7458 -0.2336 0.4616
C -0.0358 -3.7540 0.4214 -0.9302
N 1.9458 -2.3810 0.4222 -0.6503
C 1.7580 0.9599 1.5292 -0.9486
C 0.4180 1.2767 1.4537 -0.5230
H -2.8683 -1.5884 3.4853 0.4583
H -1.3031 -1.4731 2.6262 0.3634
H -1.7559 -0.2518 3.8461 0.2900
H -2.9392 -2.6811 1.4447 0.5231
H -4.1338 -3.5171 -0.5148 0.4124
H -5.2845 -1.9484 -2.0368 0.3978
H -5.2520 0.4602 -1.5670 0.3568
H -4.2735 2.3860 -1.3829 0.3077
H -3.9944 3.5204 -0.0486 0.3344
H -2.0014 1.7443 1.0490 0.1940
H 0.3543 2.6795 -1.6319 0.5878
H 2.7741 2.1015 -1.4774 0.4962
H 3.9652 -1.5054 1.4150 0.3897
H 3.1922 -0.4002 -1.9722 0.7563
H 0.1395 -1.6129 -3.8196 0.4007
H 0.3111 0.0322 -3.2089 0.1836
H 1.6788 -0.7350 -4.0201 0.3752
H -1.0587 -3.6112 0.0868 0.1202
H 0.2874 -4.7515 0.1270 0.3233
H 0.0428 -3.6773 1.5020 0.3370
H 2.1740 0.4872 2.4051 0.3776
H -0.2428 1.0542 2.2765 0.4125
```